C12H30N6O6Zn | ωB97M-V with the def2-TZVPD basis set

Each line ends with the Mulliken charge.
CARTESIAN COORDINATES (ANGSTROEM)
Zn (-11.426, -4.757, 8.194)  1.516
O (-9.707, -3.914, 8.788)  -0.478
C (-8.725, -3.224, 9.072)  0.684
N (-7.554, -3.444, 8.468)  -0.388
C (-8.802, -2.080, 10.024)  -1.137
H (-7.508, -4.253, 7.867)  0.204
H (-6.690, -2.959, 8.633)  0.222
H (-9.746, -1.544, 9.974)  0.240
H (-8.043, -1.328, 9.783)  0.442
H (-8.588, -2.353, 11.057)  0.308
O (-10.653, -5.710, 6.450)  -0.435
C (-9.984, -5.935, 5.438)  0.540
N (-9.649, -7.179, 5.041)  -0.370
C (-9.523, -4.797, 4.560)  -0.885
H (-10.134, -8.003, 5.350)  0.221
H (-8.843, -7.280, 4.447)  0.205
H (-9.233, -5.141, 3.569)  0.449
H (-8.639, -4.302, 4.971)  0.269
H (-10.315, -4.058, 4.497)  0.008
O (-11.149, -6.641, 9.055)  -0.497
C (-11.310, -7.869, 9.111)  0.617
N (-10.268, -8.682, 9.353)  -0.385
C (-12.648, -8.483, 8.789)  -0.805
H (-9.405, -8.201, 9.554)  0.227
H (-10.304, -9.679, 9.254)  0.213
H (-13.365, -8.126, 9.525)  0.259
H (-12.608, -9.569, 8.769)  0.406
H (-12.907, -8.128, 7.792)  0.101
O (-12.408, -4.311, 9.911)  -0.280
C (-12.340, -3.791, 11.030)  0.718
N (-11.418, -4.211, 11.919)  -0.294
C (-13.247, -2.688, 11.471)  -1.437
H (-11.448, -3.776, 12.824)  0.210
H (-10.846, -4.984, 11.623)  0.236
H (-13.951, -3.070, 12.214)  0.391
H (-13.857, -2.360, 10.631)  0.288
H (-12.739, -1.816, 11.879)  0.424
O (-13.213, -5.141, 7.170)  -0.536
C (-14.002, -5.222, 6.224)  0.628
N (-15.292, -5.545, 6.442)  -0.393
C (-13.595, -4.977, 4.800)  -0.788
H (-15.596, -5.781, 7.371)  0.246
H (-15.979, -5.337, 5.737)  0.210
H (-13.318, -3.929, 4.676)  0.167
H (-14.443, -5.131, 4.132)  0.474
H (-12.792, -5.649, 4.514)  0.000
O (-11.776, -2.820, 7.311)  -0.582
C (-12.224, -1.812, 6.765)  0.689
N (-11.673, -1.350, 5.622)  -0.367
C (-13.361, -1.028, 7.346)  -1.082
H (-10.836, -1.850, 5.366)  0.222
H (-12.082, -0.660, 5.020)  0.215
H (-13.434, -0.038, 6.902)  0.420
H (-13.378, -1.031, 8.429)  0.192
H (-14.292, -1.529, 7.043)  0.279

The HOMO energy is -15.5 eV. For the lowest unoccupied orbital energy, the calculation gives -4.412 eV. The value obtained for the maximum force is 1.450 eV/A. The net charge is +2. The calculation puts the HOMO-LUMO gap at 11.110 eV. For the energy relative to the best compared isomer or geometry (same formula, charge and spin), the calculation gives 0.8 kcal/mol. Its energy is -82567.59967 eV.


C12H30O3 | ωB97M-V with the def2-TZVPD basis set

Each line ends with the Mulliken charge.
CARTESIAN COORDINATES (ANGSTROEM)
C (-2.952, 4.110, -1.001)  -1.232
C (-3.730, 2.958, -0.472)  -0.455
O (-2.857, 1.813, -0.522)  -0.098
C (-3.548, 0.591, -0.325)  -0.838
C (-2.599, -0.437, -0.404)  -0.898
H (-3.705, 4.980, -1.134)  0.325
H (-2.491, 3.862, -1.980)  0.294
H (-2.132, 4.188, -0.380)  0.328
H (-4.448, 3.024, -1.007)  0.545
H (-4.010, 3.297, 0.650)  0.207
H (-4.237, 0.236, -0.914)  0.495
H (-3.902, 0.548, 0.565)  0.512
H (-1.989, -0.398, 0.615)  -0.155
H (-2.315, -0.558, -1.468)  0.309
H (-3.150, -1.296, -0.466)  0.667
C (0.700, 1.953, -0.765)  -1.187
C (1.179, 0.849, -1.624)  -0.176
O (2.436, 0.301, -1.255)  -0.304
C (3.040, -0.724, -2.000)  -0.368
C (4.310, -1.031, -1.361)  -1.045
H (-0.181, 2.282, -0.976)  0.422
H (1.466, 2.547, -0.643)  0.484
H (0.360, 1.419, 0.234)  -0.009
H (1.457, 1.253, -2.575)  0.459
H (0.440, -0.029, -1.893)  0.182
H (2.926, -0.299, -2.978)  0.455
H (2.358, -1.583, -2.107)  0.312
H (4.778, -0.189, -1.757)  0.370
H (4.748, -2.013, -1.702)  0.314
H (4.108, -1.229, -0.153)  0.117
C (-0.171, -0.458, 3.494)  -1.340
C (0.843, -0.816, 2.411)  0.554
O (0.904, -2.211, 2.272)  -0.418
C (1.664, -2.708, 1.148)  0.286
C (1.594, -4.108, 1.021)  -1.318
H (-0.293, 0.661, 3.769)  0.300
H (-0.241, -1.129, 4.283)  0.439
H (-1.176, -0.671, 3.137)  0.317
H (1.983, -0.666, 2.608)  0.315
H (0.424, -0.503, 1.515)  -0.373
H (2.671, -2.418, 1.225)  0.170
H (1.124, -2.299, 0.204)  0.030
H (0.515, -4.334, 0.957)  0.310
H (2.218, -4.561, 1.820)  0.353
H (1.876, -4.200, -0.054)  0.344

The HOMO energy is -9.2 eV. For the lowest unoccupied orbital energy, the calculation gives 0.889 eV. The value obtained for the maximum force is 12.523 eV/A. The calculation puts the HOMO-LUMO gap at 10.065 eV. For the energy relative to the best compared isomer or geometry (same formula, charge and spin), the calculation gives 59.6 kcal/mol. Its energy is -19063.93258 eV. The SMILES is CCOCC.CCOCC.CCOCC.


C12H31AlIN4O3 | ωB97M-V with the def2-TZVPD basis set

Each line ends with the Mulliken charge.
CARTESIAN COORDINATES (ANGSTROEM)
C (1.235, -3.644, 0.877)  -1.323
C (0.848, -2.228, 0.448)  -0.276
C (-0.111, -2.278, -0.739)  -0.567
I (-0.307, -0.262, -1.530)  -0.184
Al (-2.014, -2.925, -0.386)  0.304
N (-2.743, -1.671, 0.792)  -0.436
H (2.069, -3.623, 1.583)  0.382
H (1.541, -4.241, 0.014)  0.291
H (0.397, -4.164, 1.343)  0.308
H (0.369, -1.707, 1.285)  0.227
H (1.759, -1.662, 0.217)  0.395
H (0.379, -2.794, -1.569)  0.360
H (-1.932, -4.442, 0.239)  -0.341
H (-2.827, -2.959, -1.804)  -0.267
H (-3.675, -1.902, 1.123)  0.157
H (-2.197, -1.543, 1.640)  0.138
C (-1.232, 1.850, 1.896)  0.610
O (-0.693, 1.779, 2.989)  -0.671
N (-2.036, 2.874, 1.534)  0.118
C (-2.674, 2.897, 0.237)  -0.780
C (-2.257, 3.952, 2.477)  -0.902
H (-1.103, 1.117, 1.090)  -0.099
H (-2.365, 3.773, -0.341)  0.342
H (-3.763, 2.911, 0.332)  0.333
H (-2.393, 1.999, -0.312)  0.122
H (-1.317, 4.438, 2.745)  0.233
H (-2.710, 3.578, 3.397)  0.278
H (-2.922, 4.683, 2.021)  0.382
C (2.752, 5.189, 4.022)  0.089
O (1.663, 5.682, 3.799)  -0.582
N (3.074, 3.897, 3.821)  0.194
C (4.395, 3.392, 4.105)  -0.919
C (2.066, 2.984, 3.298)  -0.956
H (3.594, 5.781, 4.425)  0.233
H (4.865, 2.986, 3.206)  0.323
H (4.361, 2.600, 4.857)  0.319
H (5.020, 4.200, 4.485)  0.308
H (1.711, 3.319, 2.323)  0.249
H (1.200, 2.917, 3.952)  0.301
H (2.509, 1.997, 3.193)  0.426
C (1.034, -3.687, -5.325)  0.071
O (1.649, -3.489, -4.297)  -0.543
N (-0.226, -3.277, -5.571)  0.196
C (-0.880, -3.563, -6.823)  -0.943
C (-0.957, -2.535, -4.551)  -0.681
H (1.469, -4.248, -6.174)  0.205
H (-1.163, -2.643, -7.341)  0.322
H (-1.784, -4.159, -6.672)  0.327
H (-0.204, -4.124, -7.468)  0.301
H (-0.447, -1.611, -4.277)  0.191
H (-1.087, -3.119, -3.640)  0.110
H (-1.942, -2.292, -4.945)  0.331

The HOMO energy is -4.7 eV. For the lowest unoccupied orbital energy, the calculation gives 2.530 eV. The value obtained for the maximum force is 0.295 eV/A. The net charge is -1. The calculation puts the HOMO-LUMO gap at 7.208 eV. Its energy is -39749.79843 eV.


C12H31BF2N3O10P2 | ωB97M-V with the def2-TZVPD basis set

Each line ends with the Mulliken charge.
CARTESIAN COORDINATES (ANGSTROEM)
O (-3.912, -0.911, -1.657)  -0.472
B (-2.848, -0.682, -0.802)  0.494
O (-3.044, -0.650, 0.535)  -0.555
C (-1.409, -0.442, -1.465)  -0.673
N (-1.476, 0.421, -2.664)  0.173
C (-0.524, 0.465, -3.536)  0.170
N (-0.662, 1.255, -4.696)  -0.452
C (-0.067, 0.342, -5.659)  0.111
F (0.218, 0.875, -6.861)  -0.304
C (1.260, 0.062, -4.903)  -0.681
N (0.645, -0.219, -3.574)  0.248
C (1.576, -0.158, -2.430)  -0.831
C (1.764, 1.230, -1.852)  -0.302
F (1.968, 2.176, -2.848)  -0.314
H (-4.359, -0.064, -1.773)  0.314
H (-2.577, 0.078, 0.965)  0.285
H (-0.679, -0.025, -0.772)  0.145
H (-1.003, -1.394, -1.818)  0.363
H (-2.312, 0.967, -2.792)  0.363
H (-0.200, 2.157, -4.641)  0.324
H (-0.529, -0.645, -5.671)  0.399
H (1.897, 0.942, -4.892)  0.324
H (1.771, -0.849, -5.199)  0.383
H (2.526, -0.616, -2.689)  0.498
H (1.195, -0.778, -1.620)  0.300
H (0.918, 1.566, -1.250)  0.217
H (2.647, 1.195, -1.216)  0.433
C (4.982, -5.477, 0.327)  -0.705
O (4.878, -4.478, -0.716)  -0.313
P (4.051, -3.093, -0.383)  1.003
O (3.628, -2.649, -1.726)  -0.668
O (5.359, -2.323, 0.182)  -0.316
C (6.614, -2.396, -0.494)  -0.663
O (3.092, -2.221, 0.617)  -0.206
C (3.350, -2.233, 2.040)  -0.679
H (5.631, -6.268, -0.035)  0.239
H (5.417, -5.048, 1.234)  0.334
H (4.003, -5.898, 0.552)  0.312
H (6.489, -2.456, -1.574)  0.311
H (7.187, -3.252, -0.137)  0.237
H (7.167, -1.492, -0.249)  0.271
H (4.240, -1.650, 2.266)  0.284
H (3.474, -3.247, 2.417)  0.304
H (2.499, -1.775, 2.537)  0.256
C (-3.827, 2.811, 6.167)  -0.659
O (-3.433, 3.716, 5.111)  -0.303
P (-3.443, 3.148, 3.562)  0.864
O (-2.460, 4.013, 2.889)  -0.720
O (-4.984, 3.545, 3.272)  -0.308
C (-5.499, 4.818, 3.655)  -0.652
O (-3.542, 1.856, 2.565)  -0.165
C (-4.548, 0.837, 2.762)  -0.585
H (-3.850, 3.373, 7.096)  0.244
H (-4.823, 2.400, 5.977)  0.323
H (-3.107, 1.998, 6.263)  0.298
H (-4.745, 5.600, 3.573)  0.317
H (-5.887, 4.780, 4.673)  0.248
H (-6.325, 5.048, 2.986)  0.250
H (-5.531, 1.203, 2.468)  0.270
H (-4.584, 0.488, 3.793)  0.284
H (-4.261, 0.023, 2.108)  0.332

The HOMO energy is -12.2 eV. For the lowest unoccupied orbital energy, the calculation gives -2.813 eV. The value obtained for the maximum force is 5.978 eV/A. The net charge is +1. The calculation puts the HOMO-LUMO gap at 9.350 eV. Its energy is -62577.69908 eV.


Question: Look up the maximum force of the third one.
Answer: 0.295 eV/A